No. 1
Density functional theory data (the ωB97M-V functional and the def2-TZVPD basis) for a gas-phase ion, C16H21N3O (charge +2) in a non-equilibrium geometry.

```
41
Properties=species:S:1:pos:R:3:nbo_charge:R:1
C -1.6031 5.9040 2.0516 -0.6275
C -0.6543 5.6758 0.7820 -0.4282
C -1.4203 5.1419 -0.4851 -0.2517
N -2.4054 4.0626 -0.1887 -0.4307
N -1.7767 2.8204 -0.2807 -0.1310
C -1.5141 2.1750 0.9201 0.1046
C -0.8986 0.8637 0.9932 -0.2062
C -0.5309 0.1930 -0.2910 0.0264
C 0.0740 -1.2173 -0.1603 0.0345
C 1.0894 -1.4866 0.8783 -0.2130
C 1.6070 -2.8281 1.0053 0.0994
N 1.2134 -3.8974 0.1992 -0.2727
C 1.8252 -5.2134 0.5123 -0.2646
C 1.9142 -6.0806 -0.9027 0.0155
C 3.3836 -6.6761 -1.2153 -0.1075
O 2.7312 -5.4811 -1.9560 -0.5129
C 0.2864 -3.6589 -0.7765 0.1231
C -0.3242 -2.3413 -1.0204 -0.1944
C -0.8005 0.8907 -1.5510 -0.2117
C -1.4227 2.2145 -1.4670 0.0982
H -1.4138 5.1236 2.8372 0.2054
H -2.6847 5.9232 1.7645 0.2201
H -1.2958 6.8885 2.4944 0.2426
H 0.2155 5.0201 1.0617 0.2039
H -0.2334 6.6837 0.5179 0.2442
H -1.9935 6.0068 -0.9272 0.2412
H -0.6663 4.8427 -1.2637 0.1969
H -3.2270 4.1033 -0.7970 0.4020
H -1.8329 2.6893 1.8583 0.2827
H -0.7023 0.3215 1.9536 0.2703
H 1.3878 -0.6385 1.5390 0.2696
H 2.3530 -3.0141 1.8217 0.2661
H 1.1567 -5.8097 1.1849 0.2595
H 2.8880 -5.1596 0.8411 0.2626
H 1.0068 -6.7305 -1.1914 0.2295
H 3.3380 -7.6348 -1.7749 0.2368
H 4.2852 -6.1793 -0.7999 0.2299
H -0.0686 -4.4861 -1.4319 0.2714
H -1.0854 -2.1566 -1.8089 0.2699
H -0.5389 0.3953 -2.5142 0.2776
H -1.6619 2.7505 -2.4122 0.2681
```

The lowest unoccupied orbital energy comes out at -8.0 eV. The HOMO energy is -0.5797 Ha. The charge is +2. Its energy above the lowest of the compared OMol25 structures with the same formula, charge and spin is 76.0 kcal/mol. The calculation puts the electronic energy at -23430.039 eV.



No. 2
Density functional theory data (the ωB97M-V functional and the def2-TZVPD basis) for C16H21N3O2 in the gas phase.

```
42
Properties=species:S:1:pos:R:3:nbo_charge:R:1
C -5.1891 -0.9672 -0.9131 -0.7218
C -4.7068 -0.3372 0.3677 0.6060
O -5.4491 -0.0245 1.2646 -0.5461
C -3.2142 -0.1070 0.4280 -0.5138
C -2.8954 1.3198 -0.0630 -0.4010
C -1.4085 1.4887 -0.1664 -0.0342
C -0.6338 1.6700 0.9695 -0.1840
C 0.7472 1.7192 0.9033 -0.3174
C 1.3853 1.5761 -0.3227 0.3699
O 2.7382 1.5454 -0.5207 -0.5291
C 3.6050 1.4068 0.5864 -0.0673
C 3.4910 0.0692 1.3241 -0.4488
C 3.9160 -1.1500 0.5048 -0.4024
C 3.0400 -1.4252 -0.7166 -0.2184
N 1.6592 -1.6459 -0.3621 -0.1838
C 0.5878 -1.6402 -1.1715 0.1931
N -0.5041 -1.8883 -0.4854 -0.5002
C -0.0470 -2.0425 0.7720 0.1338
N 1.2527 -1.9079 0.8841 -0.3010
C 0.6111 1.4469 -1.4751 -0.2908
C -0.7642 1.4000 -1.3937 -0.1839
H -4.7575 -0.4559 -1.7698 0.2223
H -4.8520 -2.0021 -0.9379 0.2366
H -6.2743 -0.9420 -0.9689 0.2310
H -2.8772 -0.2013 1.4612 0.2218
H -2.6782 -0.8285 -0.1899 0.2457
H -3.3198 2.0402 0.6391 0.2206
H -3.3542 1.4821 -1.0402 0.2039
H -1.1148 1.7659 1.9321 0.2125
H 1.3096 1.8656 1.8121 0.2196
H 4.6047 1.5110 0.1536 0.1910
H 3.4518 2.2314 1.2951 0.1768
H 2.4673 -0.0864 1.6640 0.2403
H 4.1310 0.1295 2.2062 0.2179
H 3.8791 -2.0222 1.1593 0.2282
H 4.9425 -1.0227 0.1551 0.2092
H 3.4172 -2.3183 -1.2305 0.2047
H 3.0794 -0.5833 -1.4124 0.2256
H 0.6349 -1.4630 -2.2255 0.2065
H -0.6813 -2.2578 1.6065 0.1994
H 1.1152 1.3739 -2.4271 0.2183
H -1.3448 1.2777 -2.2963 0.2094
```

The lowest unoccupied orbital energy comes out at 0.7 eV. The HOMO energy is -0.3061 Ha. The charge is 0. Its energy above the lowest of the compared OMol25 structures with the same formula, charge and spin is 58.3 kcal/mol. The calculation puts the electronic energy at -25497.912 eV.



No. 3
Density functional theory data (the ωB97M-V functional and the def2-TZVPD basis) for C16H21N3O3 in the gas phase in a non-equilibrium geometry.

```
43
Properties=species:S:1:pos:R:3:nbo_charge:R:1
C -2.4690 -2.2849 -1.1694 -0.6122
C -3.5314 -1.6356 -0.1978 -0.2330
C -3.7490 -2.1303 1.2227 -0.6275
C -3.1157 -0.1204 -0.0113 -0.1478
N -3.2079 0.6641 -1.1885 -0.8373
C -1.7479 0.0289 0.6403 0.7270
O -1.2364 -0.4851 1.6580 -0.6013
N -1.0398 1.1166 -0.0369 -0.6620
C -0.2990 2.0064 0.6704 -0.1377
C 1.1341 1.8294 0.2241 -0.4268
C 1.7194 0.5141 0.1134 -0.0708
C 1.1682 -0.7389 0.2593 -0.0751
N 2.1837 -1.7028 0.0798 -0.5666
C 3.3607 -1.0317 -0.0461 0.1724
C 4.6479 -1.5985 -0.1059 -0.2559
C 5.6766 -0.6778 -0.2337 -0.2008
C 5.5765 0.7492 -0.0998 -0.2560
C 4.2641 1.2758 0.1339 -0.1860
C 3.1893 0.3896 0.0322 -0.1141
C -0.8047 3.4566 0.2434 0.7780
O -0.1871 4.4530 0.2456 -0.5346
O -2.0583 3.5938 -0.4972 -0.7365
H -2.2818 -1.4805 -1.9432 0.1855
H -2.8919 -3.2064 -1.6452 0.2244
H -1.4622 -2.5949 -0.5668 0.2178
H -4.3858 -1.9300 -0.6268 0.2074
H -3.5078 -3.1915 1.4109 0.2186
H -4.6859 -1.8523 1.6522 0.2105
H -3.1438 -1.4987 1.8558 0.2302
H -3.8124 0.2904 0.7341 0.2408
H -4.1058 0.8065 -1.3886 0.3713
H -2.7122 0.2561 -2.0630 0.3634
H -0.9983 1.1114 -1.0350 0.4114
H -0.4416 1.8109 1.7385 0.2491
H 1.8126 2.4274 0.8723 0.2305
H 1.1445 2.2669 -0.7342 0.2155
H 0.1816 -0.9765 0.8064 0.2605
H 2.1487 -2.5594 -0.5322 0.4100
H 4.8087 -2.6837 -0.1337 0.2174
H 6.7133 -1.0353 -0.3569 0.2057
H 6.4698 1.2961 0.2649 0.2205
H 4.1396 2.3641 0.3872 0.2182
H -2.4639 2.7080 -0.6334 0.4958
```

The lowest unoccupied orbital energy comes out at 0.3 eV. The HOMO energy is -0.2904 Ha. The charge is 0. Its energy above the lowest of the compared OMol25 structures with the same formula, charge and spin is 130.4 kcal/mol. The calculation puts the electronic energy at -27542.508 eV.



No. 4
Density functional theory data (the ωB97M-V functional and the def2-TZVPD basis) for a molecular structure, C16H21N3O3Sn in a non-equilibrium geometry.

```
44
Properties=species:S:1:pos:R:3:nbo_charge:R:1
C 2.1472 -0.7550 -1.4287 -0.2601
C 2.2890 0.6369 -1.2307 -0.3215
C 1.0832 1.2809 -1.7123 -0.4081
C 0.2516 0.2378 -2.2936 -0.3362
C 0.9109 -1.0037 -2.0849 -0.2665
Sn -0.0982 0.5087 0.2646 1.8080
C 1.0294 0.0652 2.1554 -0.7007
C 0.8589 -1.4275 1.9235 0.1542
C 1.5220 -2.3849 2.6812 -0.5975
N 0.0118 -1.5991 0.8881 -0.9529
H 0.9268 2.3500 -1.8415 0.2535
H 3.1771 1.1506 -0.8587 0.2344
H -0.6384 0.4095 -2.9025 0.2409
H 0.5535 -1.9722 -2.4297 0.2390
H 2.8925 -1.5147 -1.1860 0.2340
H 2.0671 0.3960 2.1680 0.2408
H -0.2991 -2.5270 0.6108 0.3974
H 0.4236 0.4282 3.0027 0.2388
H 2.2921 -2.0255 3.3554 0.1978
H 1.3337 -3.4486 2.5573 0.2035
C -5.4280 3.9202 -1.4166 -0.6203
C -4.0941 3.2624 -1.1109 -0.3805
C -4.1443 1.9687 -0.2577 -0.2294
C -4.8819 2.1355 1.0926 -0.3816
C -4.3618 3.2590 1.9728 -0.6198
C -4.8487 0.8537 -1.0620 0.7076
O -5.9774 0.9771 -1.5252 -0.5777
N -4.1978 -0.3607 -1.2623 -0.6576
C -2.8445 -0.6413 -1.0350 0.8064
O -2.3012 -1.6736 -1.3930 -0.5804
N -2.2034 0.3754 -0.3542 -0.7677
C -2.7047 1.5675 0.0222 0.7229
O -1.8981 2.3273 0.6290 -0.6556
H -6.0792 3.2231 -1.9510 0.2397
H -5.2492 4.7832 -2.0653 0.2160
H -5.9414 4.2762 -0.5138 0.2056
H -3.5805 2.9897 -2.0464 0.2072
H -3.4475 3.9866 -0.6044 0.2294
H -5.9459 2.2833 0.8754 0.2324
H -4.8067 1.1710 1.6175 0.2117
H -4.4766 4.2400 1.4965 0.2069
H -4.9140 3.2723 2.9169 0.2191
H -3.3050 3.1007 2.2064 0.2332
H -4.6937 -1.0725 -1.7892 0.4337
```

The lowest unoccupied orbital energy comes out at -0.8 eV. The HOMO energy is -0.2640 Ha. The charge is 0. The calculation puts the electronic energy at -33375.790 eV.



No. 5
Density functional theory data (the ωB97M-V functional and the def2-TZVPD basis) for C16H21N3O4S in the gas phase.

```
45
Properties=species:S:1:pos:R:3:nbo_charge:R:1
C 5.3705 0.7030 -3.7758 -0.6169
C 4.5983 0.0927 -2.6169 -0.0619
O 3.2280 0.0969 -2.9653 -0.4991
C 2.3244 -0.4227 -2.0940 0.2787
C 0.9920 -0.4049 -2.5167 -0.2446
C -0.0050 -0.9028 -1.7093 -0.2213
C 0.2996 -1.4324 -0.4542 0.1085
N -0.7689 -1.8950 0.3287 -0.6232
C -0.7615 -2.2312 1.6398 0.6689
O 0.2161 -2.3356 2.3428 -0.5914
C -2.1899 -2.4429 2.1850 -0.3184
N -2.9207 -1.1935 2.1722 -0.4674
C -3.0938 -0.4127 3.3378 0.7960
O -2.7443 -0.7261 4.4394 -0.5894
N -3.7498 0.7027 2.9413 -0.6235
C -3.9558 0.7677 1.5200 -0.1339
C -3.1420 1.8794 0.8330 -0.4080
C -1.6428 1.6686 0.9902 -0.5397
S -0.7374 3.1033 0.3083 0.1780
C 0.9299 2.3938 0.3291 -0.7351
C -3.4456 -0.5952 1.0730 0.7098
O -3.4547 -1.0476 -0.0501 -0.6170
C 1.6215 -1.4533 -0.0311 -0.2324
C 2.6250 -0.9520 -0.8434 -0.2524
H 6.4318 0.7187 -3.5454 0.2131
H 5.0280 1.7182 -3.9559 0.2140
H 5.2087 0.1185 -4.6773 0.2145
H 4.7569 0.6821 -1.7027 0.1700
H 4.9378 -0.9364 -2.4347 0.1718
H 0.7663 0.0094 -3.4862 0.2284
H -1.0326 -0.8805 -2.0438 0.2197
H -1.6723 -1.8551 -0.1369 0.4308
H -2.7237 -3.1817 1.5817 0.2284
H -2.1223 -2.7688 3.2252 0.2666
H -3.9354 1.4671 3.5674 0.4231
H -5.0169 0.8892 1.2736 0.2294
H -3.3957 1.8884 -0.2276 0.2341
H -3.4218 2.8446 1.2599 0.2172
H -1.3073 0.7914 0.4364 0.2209
H -1.3623 1.5654 2.0410 0.2133
H 1.1775 2.0796 1.3392 0.2165
H 1.6064 3.1778 0.0060 0.2301
H 0.9768 1.5523 -0.3571 0.2238
H 1.8662 -1.8571 0.9367 0.2548
H 3.6408 -0.9832 -0.4834 0.2151
```

The lowest unoccupied orbital energy comes out at 0.5 eV. The HOMO energy is -0.2967 Ha. The charge is 0. Its energy above the lowest of the compared OMol25 structures with the same formula, charge and spin is 0.0 kcal/mol. The calculation puts the electronic energy at -40430.424 eV.



No. 6
Density functional theory data (the ωB97M-V functional and the def2-TZVPD basis) for C16H21NO in the gas phase.

```
39
Properties=species:S:1:pos:R:3:nbo_charge:R:1
C -3.5892 1.8466 -0.0876 -0.6163
C -3.5546 0.8608 -1.2486 -0.3980
C -3.2706 -0.5614 -0.7565 -0.2026
N -1.9445 -0.6486 -0.1682 -0.4615
C -1.8295 -1.5250 0.9781 -0.2367
C -0.8306 -0.9980 2.0169 -0.0670
O -1.0993 0.3238 2.4071 -0.7087
C -0.9093 -0.8784 -1.1616 -0.2387
C 0.4196 -0.2982 -0.7598 -0.0420
C 0.4834 1.0534 -0.3657 -0.1499
C 1.6696 1.6189 -0.0012 -0.1793
C 2.8655 0.8696 -0.0211 -0.0971
C 4.1086 1.4226 0.3476 -0.1703
C 5.2477 0.6676 0.3137 -0.2192
C 5.1952 -0.6752 -0.0909 -0.2126
C 4.0049 -1.2406 -0.4537 -0.2071
C 2.8123 -0.4884 -0.4294 0.0180
C 1.5677 -1.0443 -0.7916 -0.2150
H -4.4184 1.6207 0.5804 0.1952
H -3.7100 2.8645 -0.4507 0.2098
H -2.6623 1.7819 0.4763 0.2195
H -4.5114 0.8667 -1.7751 0.2016
H -2.7821 1.1640 -1.9572 0.1945
H -3.3948 -1.2759 -1.5877 0.1716
H -4.0163 -0.8122 0.0022 0.1907
H -2.8082 -1.5921 1.4649 0.1890
H -1.5261 -2.5488 0.6939 0.1740
H -0.8585 -1.6708 2.8902 0.1561
H 0.1846 -0.9907 1.6196 0.1910
H -2.0511 0.4163 2.5307 0.4591
H -0.7942 -1.9574 -1.3752 0.1734
H -1.2205 -0.3890 -2.0894 0.2114
H -0.4304 1.6249 -0.3442 0.2125
H 1.7115 2.6531 0.3090 0.2091
H 4.1436 2.4572 0.6589 0.2087
H 6.1971 1.0981 0.5979 0.2125
H 6.1049 -1.2579 -0.1123 0.2123
H 3.9602 -2.2749 -0.7654 0.2077
H 1.5358 -2.0829 -1.0942 0.2043
```

The lowest unoccupied orbital energy comes out at 0.8 eV. The HOMO energy is -0.2978 Ha. The charge is 0. Its energy above the lowest of the compared OMol25 structures with the same formula, charge and spin is 31.5 kcal/mol. The calculation puts the electronic energy at -20470.301 eV.